7
Properties=species:S:1:pos:R:3:lowdin_charge:R:1 method="wB97M-V/def2-TZVPD" e_above_lowest_ev=3.9346 e_homo_ev=-8.8 charge=0 e_tot_ha=-1474.4903
C -0.944 0.073 -0.204 -1.73
N 1.513 0.194 0.115 -0.01
Cl -0.972 1.458 -1.101 0.63
Cl -1.348 -1.369 -0.950 0.62
Cl -1.592 0.250 1.384 0.56
H 1.662 0.127 1.109 -0.05
H 1.681 -0.732 -0.352 -0.02

---

56
Properties=species:S:1:pos:R:3:lowdin_spin:R:1 method="wB97M-V/def2-TZVPD" e_above_lowest_ev=1.7650 e_homo_ev="-1.9 / -2.7" charge=-2 e_tot_ha=-7204.6789 spin_multiplicity=2 s_squared=0.81
Ir -0.076 -0.232 0.417 0.16
O 3.023 0.183 3.402 0.00
S 1.930 0.756 2.651 0.00
O 1.547 2.090 2.989 0.00
O 0.816 -0.202 2.487 0.00
O 2.510 0.871 1.105 0.00
C -1.625 0.402 -3.037 0.00
As -0.192 -0.284 -1.936 0.00
C 1.399 0.360 -2.847 0.00
C -0.202 -2.128 -2.532 0.00
H -1.369 0.193 -4.078 0.00
H -1.720 1.471 -2.870 0.00
H -2.549 -0.092 -2.750 0.00
H 1.574 -0.285 -3.709 0.00
H 2.256 0.323 -2.180 0.00
H 1.226 1.388 -3.146 0.00
H -0.075 -2.177 -3.615 0.00
H -1.156 -2.572 -2.253 0.00
H 0.600 -2.664 -2.026 0.00
C 4.589 -1.805 1.249 0.00
C 4.126 -0.747 0.250 0.00
C 2.680 -0.375 0.454 0.00
N 1.721 -1.080 0.083 0.01
H 5.619 -2.108 1.045 0.00
H 3.948 -2.685 1.175 0.00
H 4.523 -1.424 2.267 0.00
H 4.234 -1.127 -0.769 0.00
H 4.730 0.157 0.343 0.00
O -2.280 -1.335 1.530 0.01
Se -3.600 -0.421 0.652 0.00
O -4.498 -1.553 -0.049 0.00
O -2.730 0.461 -0.395 0.00
O -4.268 0.360 1.874 0.00
F 1.265 -8.973 0.688 0.00
C 0.709 -8.388 -0.398 0.02
F 1.638 -8.512 -1.389 0.01
F -0.318 -9.188 -0.780 0.01
C 0.290 -6.989 -0.153 0.13
C 0.881 -6.230 0.865 0.00
C 0.502 -4.929 1.076 0.11
C -0.499 -4.312 0.267 0.06
C -1.062 -5.099 -0.784 0.10
C -0.680 -6.400 -0.977 0.00
C -0.888 -3.021 0.503 0.31
C -1.244 -1.820 0.781 0.02
H 1.644 -6.670 1.493 0.00
H 0.970 -4.338 1.852 0.00
H -1.820 -4.654 -1.415 0.01
H -1.136 -6.979 -1.770 0.00
F -0.960 4.445 1.350 0.00
C -0.342 4.300 0.176 0.00
F -1.052 5.005 -0.734 0.00
F 0.863 4.907 0.276 0.00
C -0.159 2.818 -0.267 0.00
O -0.310 1.986 0.656 0.03
O 0.116 2.653 -1.454 0.00

---

73
Properties=species:S:1:pos:R:3:lowdin_charge:R:1 method="wB97M-V/def2-TZVPD" e_above_lowest_ev=0.2016 e_homo_ev=-9.1 charge=+1 e_tot_ha=-1560.0010
C 1.022 -3.145 -4.932 -0.09
C 2.241 -2.839 -4.305 -0.07
C 2.393 -1.613 -3.669 -0.03
C 1.261 -0.780 -3.445 -0.25
C 1.287 0.384 -2.597 -0.05
C 2.292 0.616 -1.646 -0.19
N 2.673 1.899 -1.400 -0.07
C 2.265 2.984 -2.292 -0.14
C 2.692 4.288 -1.601 -0.15
C 3.317 3.892 -0.255 -0.15
C 3.396 2.361 -0.217 -0.14
C 2.904 -0.539 -0.912 -0.18
C 2.125 -1.644 -0.497 -0.04
C 2.691 -2.674 0.259 -0.07
C 4.048 -2.620 0.600 -0.08
C 4.852 -1.575 0.129 -0.06
C 4.294 -0.585 -0.684 -0.04
C 0.049 -1.090 -4.113 -0.07
C -0.061 -2.254 -4.858 -0.11
H 0.940 -4.054 -5.527 0.10
H 3.073 -3.543 -4.324 0.11
H 3.372 -1.296 -3.299 0.12
H 0.588 1.186 -2.838 0.09
H 2.733 2.891 -3.293 0.14
H 1.174 2.976 -2.445 0.10
H 3.405 4.809 -2.239 0.11
H 1.836 4.957 -1.447 0.11
H 4.306 4.323 -0.141 0.11
H 2.695 4.264 0.565 0.11
H 2.937 1.965 0.705 0.12
H 4.438 2.007 -0.241 0.11
H 1.065 -1.677 -0.757 0.09
H 2.064 -3.510 0.579 0.11
H 4.480 -3.405 1.221 0.11
H 5.913 -1.527 0.384 0.11
H 4.942 0.151 -1.166 0.12
H -0.788 -0.398 -3.968 0.11
H -0.997 -2.471 -5.362 0.10
C -3.549 4.208 5.258 -0.08
C -4.339 3.064 5.110 -0.07
C -3.770 1.789 5.147 -0.01
C -2.387 1.672 5.317 -0.24
O -1.776 0.411 5.182 0.01
C -1.627 -0.091 3.882 -0.17
C -0.563 0.347 3.070 0.05
C -0.532 -0.009 1.735 0.03
C -1.583 -0.769 1.134 -0.17
C -1.605 -0.964 -0.277 0.15
C -2.582 -1.806 -0.913 -0.19
C -2.182 -2.760 -1.893 0.00
C -3.106 -3.610 -2.490 -0.04
C -4.464 -3.555 -2.127 -0.03
C -4.879 -2.640 -1.147 -0.05
C -3.959 -1.787 -0.549 -0.03
C -2.536 -1.331 2.040 0.02
C -2.583 -0.985 3.379 0.04
C -1.587 2.805 5.502 -0.01
C -2.174 4.070 5.462 -0.07
H -4.004 5.204 5.202 0.11
H -5.409 3.152 4.956 0.11
H -4.364 0.888 5.011 0.12
H 0.204 0.994 3.501 0.14
H 0.313 0.295 1.109 0.12
H -0.858 -0.459 -0.901 0.13
H -1.119 -2.835 -2.134 0.11
H -2.779 -4.322 -3.248 0.12
H -5.191 -4.224 -2.597 0.12
H -5.929 -2.588 -0.843 0.12
H -4.299 -1.106 0.232 0.12
H -3.274 -2.043 1.693 0.11
H -3.372 -1.364 4.032 0.14
H -0.507 2.680 5.617 0.12
H -1.543 4.955 5.575 0.11

---

22
Properties=species:S:1:pos:R:3:lowdin_charge:R:1 method="wB97M-V/def2-TZVPD" e_above_lowest_ev=6.3629 e_homo_ev="-8.7 / -7.0" charge=0 e_tot_ha=-537.3333
C 1.683 1.948 2.113 -0.05
C 2.089 0.940 1.219 -0.04
C 0.363 1.645 2.413 -0.13
C 1.016 0.121 1.013 -0.32
C -1.404 0.355 -1.736 0.06
C -1.008 -0.822 -2.349 -0.43
C -1.639 1.506 -1.194 0.04
C -0.658 -2.061 -1.446 -0.13
C -0.551 -1.737 0.050 -0.15
C 0.873 -0.987 0.199 0.05
O -0.872 -0.773 -3.556 0.09
O -0.096 0.660 1.656 0.03
H 2.400 2.714 2.445 0.11
H 3.026 0.937 0.734 0.11
H -0.291 2.005 3.173 0.11
H -0.834 2.155 -0.912 0.07
H -2.623 1.922 -1.049 0.07
H -1.426 -2.849 -1.522 0.12
H 0.204 -2.406 -1.888 0.08
H -1.443 -1.332 0.436 0.09
H -0.619 -2.682 0.565 0.10
H 1.809 -1.259 -0.362 0.13

---

64
Properties=species:S:1:pos:R:3:lowdin_charge:R:1 method="wB97M-V/def2-TZVPD" e_homo_ev="-16.2 / -16.2" charge=+3 e_tot_ha=-4335.9008
Mo -0.037 0.214 -0.430 1.81
O 0.210 -0.224 1.389 -0.27
C 1.186 -0.816 2.124 -0.28
C 0.853 -1.497 3.284 0.01
C 1.866 -2.107 4.009 -0.03
C 3.196 -2.031 3.598 -0.04
C 3.523 -1.312 2.467 0.00
C 2.520 -0.707 1.699 -0.14
C 2.865 0.248 0.671 -0.04
N 2.045 0.722 -0.200 -0.10
C 2.340 2.070 -0.736 -0.14
C 1.261 2.958 -0.114 -0.14
N -0.007 2.361 -0.585 -0.10
C -0.737 3.069 -1.379 -0.02
C -1.643 2.537 -2.368 -0.13
C -2.518 3.387 -3.058 0.01
C -3.207 2.925 -4.161 -0.03
C -2.995 1.628 -4.626 -0.01
C -2.112 0.769 -3.985 0.02
C -1.465 1.234 -2.856 -0.27
O -0.598 0.412 -2.186 -0.26
H -0.176 -1.511 3.619 0.12
H 1.621 -2.628 4.926 0.12
H 3.973 -2.501 4.184 0.12
H 4.560 -1.201 2.172 0.13
H 3.863 0.682 0.730 0.15
H 2.249 2.070 -1.823 0.13
H 3.344 2.387 -0.456 0.13
H 1.353 3.991 -0.446 0.13
H 1.316 2.921 0.974 0.13
H -0.574 4.146 -1.403 0.16
H -2.648 4.408 -2.720 0.13
H -3.895 3.578 -4.679 0.13
H -3.516 1.286 -5.510 0.13
H -1.928 -0.232 -4.348 0.13
Br -3.470 -9.950 6.664 0.98
C -3.407 -8.809 5.225 -0.64
C -4.135 -9.120 4.068 -0.07
C -4.069 -8.269 2.996 0.05
C -3.274 -7.101 3.084 -0.23
C -2.543 -6.787 4.259 0.03
C -2.613 -7.639 5.319 -0.08
N -3.296 -6.323 1.982 0.22
N -2.664 -5.309 1.772 0.16
C -2.504 -4.118 1.360 -0.12
C -3.501 -3.091 1.691 0.08
C -3.375 -1.830 1.260 0.07
C -2.218 -1.423 0.470 -0.25
O -2.110 -0.274 0.021 -0.01
C -1.174 -2.445 0.151 -0.14
N -0.157 -2.014 -0.620 0.01
C 0.689 -2.910 -1.111 -0.03
C 0.565 -4.274 -0.829 0.03
C -0.437 -4.704 0.015 0.06
C -1.336 -3.763 0.533 -0.05
H -4.735 -10.018 4.032 0.13
H -4.617 -8.463 2.083 0.14
H -1.941 -5.888 4.307 0.13
H -2.074 -7.441 6.235 0.12
H -4.364 -3.402 2.267 0.14
H -4.129 -1.079 1.457 0.15
H 1.493 -2.533 -1.730 0.14
H 1.263 -4.974 -1.266 0.14
H -0.531 -5.755 0.259 0.14

---

20
Properties=species:S:1:pos:R:3:lowdin_charge:R:1 method="wB97M-V/def2-TZVPD" e_above_lowest_ev=0.2517 e_homo_ev=-9.2 charge=0 e_tot_ha=-270.2863 smiles=CCC.NCN
C 1.762 5.318 0.257 -0.13
C 1.268 4.192 1.170 -0.33
C 0.739 2.984 0.425 -0.13
H 2.670 4.985 -0.240 0.07
H 1.992 6.207 0.825 0.06
H 0.970 5.556 -0.448 0.07
H 0.477 4.619 1.784 0.09
H 2.052 3.930 1.887 0.10
H 0.891 2.058 0.968 0.06
H -0.290 3.109 0.099 0.07
H 1.345 2.742 -0.435 0.06
N -1.658 -4.621 0.486 -0.01
C -0.995 -5.306 -0.613 -0.40
N -1.644 -5.363 -1.911 -0.02
H -1.801 -3.657 0.200 0.06
H -2.529 -5.109 0.657 0.06
H -0.019 -4.899 -0.824 0.09
H -0.715 -6.307 -0.268 0.11
H -2.461 -5.976 -1.867 0.06
H -2.053 -4.462 -2.150 0.06